Density functional theory data (ωB97M-V with the def2-TZVPD basis set) for a molecular structure, C50H54F3FeN4O4.

```
! wB97M-V def2-TZVPD RIJCOSX def2/J DEFGRID3
* xyz 0 6
Fe -0.681 -1.660 0.125
O 2.546 -5.336 -1.207
C 3.261 -4.685 -0.275
C 4.639 -4.886 -0.218
C 5.402 -4.262 0.748
C 4.811 -3.412 1.672
C 3.459 -3.165 1.598
C 2.668 -3.784 0.630
C 1.272 -3.394 0.506
O 0.867 -2.305 1.067
N 0.422 -4.140 -0.173
N -0.775 -3.572 -0.293
C -1.845 -4.352 -0.525
C -3.119 -3.827 -0.358
C -4.299 -4.629 -0.342
C -5.487 -4.068 0.032
C -5.536 -2.701 0.356
C -4.365 -1.964 0.245
N -3.219 -2.494 -0.099
H 1.601 -5.088 -1.096
H 5.087 -5.548 -0.940
H 6.465 -4.441 0.786
H 5.407 -2.948 2.443
H 2.977 -2.483 2.283
H -1.684 -5.401 -0.741
H -4.213 -5.677 -0.584
H -6.385 -4.668 0.086
H -6.454 -2.230 0.666
H -4.354 -0.899 0.430
C 2.065 2.776 4.533
C 0.536 2.806 4.689
C 0.225 2.769 6.189
C -0.010 4.124 4.119
C -0.087 1.645 3.924
C 0.196 1.515 2.571
C -0.343 0.464 1.831
N -0.128 0.106 0.543
C 0.588 0.710 -0.433
C 0.903 2.062 -0.551
C 1.667 2.502 -1.617
C 2.133 1.555 -2.535
C 1.817 0.208 -2.505
C 0.964 -0.231 -1.464
O 0.473 -1.418 -1.344
C 2.352 -0.691 -3.614
C 3.889 -0.618 -3.625
C 1.952 -2.160 -3.468
C 1.807 -0.177 -4.957
C 2.015 3.966 -1.829
C 1.404 4.877 -0.761
C 1.481 4.411 -3.200
C 3.541 4.131 -1.780
C -1.173 -0.512 2.483
O -1.566 -1.501 1.750
C -1.465 -0.382 3.859
C -0.924 0.702 4.532
C -2.274 -1.484 4.530
C -2.521 -1.222 6.019
C -3.634 -1.627 3.830
C -1.485 -2.795 4.395
H 2.509 3.588 5.105
H 2.372 2.888 3.498
H 2.466 1.836 4.904
H 0.717 3.606 6.681
H 0.593 1.851 6.641
H -0.844 2.855 6.371
H 0.392 4.967 4.678
H -1.094 4.147 4.191
H 0.261 4.248 3.074
H 0.884 2.194 2.098
H 0.501 2.750 0.172
H 2.757 1.906 -3.340
H 4.294 -0.941 -2.668
H 4.243 0.391 -3.819
H 4.281 -1.269 -4.403
H 2.314 -2.579 -2.534
H 2.383 -2.733 -4.287
H 0.872 -2.275 -3.497
H 2.156 0.831 -5.164
H 0.719 -0.167 -4.943
H 2.136 -0.826 -5.767
H 0.320 4.801 -0.749
H 1.662 5.912 -0.977
H 1.791 4.639 0.228
H 0.406 4.258 -3.250
H 1.939 3.853 -4.012
H 1.690 5.467 -3.356
H 3.922 3.811 -0.812
H 3.813 5.173 -1.929
H 4.033 3.544 -2.549
H -1.136 0.799 5.581
H -3.072 -0.297 6.171
H -1.586 -1.178 6.572
H -3.115 -2.036 6.432
H -4.195 -0.696 3.895
H -4.215 -2.417 4.300
H -3.495 -1.879 2.783
H -0.520 -2.709 4.894
H -1.310 -3.027 3.348
H -2.040 -3.616 4.844
F -1.725 3.831 -6.819
C -2.924 3.334 -6.447
F -3.431 2.731 -7.531
F -3.703 4.411 -6.218
C -2.813 2.436 -5.253
C -3.200 1.103 -5.314
C -3.056 0.300 -4.201
C -2.516 0.817 -3.021
C -2.147 2.165 -2.967
C -2.294 2.969 -4.076
C -2.255 -0.025 -1.916
C -1.915 -0.767 -1.020
H -3.603 0.699 -6.230
H -3.352 -0.737 -4.234
H -1.737 2.563 -2.051
H -2.004 4.010 -4.046
*
```

E_LUMO (alpha / beta): 0.0150 / -0.0995 hartree
HOMO level (alpha / beta): -6.1 / -7.7 eV
orbital gap (alpha / beta): 0.2403 / 0.1829 hartree


Density functional theory data (ωB97M-V with the def2-TZVPD basis set) for a molecular structure, C33H57MnN4OP2S.

```
! wB97M-V def2-TZVPD RIJCOSX def2/J DEFGRID3
* xyz 1 6
C 2.379 -1.376 -1.062
C 1.370 0.463 -2.088
C 3.343 -1.448 -2.070
C 2.230 0.371 -3.185
C 3.247 -0.583 -3.157
H 4.109 -2.215 -1.996
H 2.086 1.060 -4.022
H 3.945 -0.649 -3.989
N 1.484 -0.383 -1.037
P 0.512 -2.500 0.667
P -0.047 2.120 -0.288
C 2.249 -2.440 0.017
H 2.551 -3.425 -0.376
H 2.926 -2.207 0.855
C -1.625 -0.330 1.521
O -2.620 -0.504 2.128
C 0.269 1.447 -1.996
H 0.238 2.173 -2.799
C -1.657 3.171 -0.407
C 1.429 3.290 -0.146
C -0.396 -3.616 -0.603
C 0.723 -3.478 2.285
C -2.838 2.367 0.165
H -2.707 2.150 1.232
H -3.751 2.972 0.051
H -2.993 1.421 -0.365
C -1.562 4.467 0.405
H -1.336 4.273 1.461
H -0.836 5.175 -0.010
H -2.544 4.965 0.368
C -1.975 3.509 -1.865
H -2.886 4.130 -1.885
H -1.184 4.089 -2.356
H -2.183 2.602 -2.446
C 1.374 3.977 1.229
H 0.963 3.298 1.983
H 2.394 4.247 1.541
H 0.783 4.898 1.229
C 2.735 2.478 -0.197
H 2.738 1.686 0.562
H 2.914 2.039 -1.184
H 3.572 3.160 0.020
C 1.413 4.320 -1.299
H 0.860 4.004 -2.192
H 1.016 5.291 -0.976
H 2.449 4.490 -1.630
C -0.689 -3.722 2.837
H -0.605 -4.164 3.842
H -1.265 -2.788 2.926
H -1.267 -4.423 2.220
C 1.530 -2.630 3.279
H 2.570 -2.499 2.958
H 1.093 -1.633 3.412
H 1.535 -3.135 4.258
C 1.503 -4.797 2.129
H 2.379 -4.689 1.476
H 1.874 -5.088 3.124
H 0.888 -5.627 1.773
C 0.061 -3.228 -2.012
H 1.101 -3.516 -2.214
H -0.573 -3.745 -2.748
H -0.041 -2.148 -2.173
C -1.905 -3.331 -0.459
H -2.172 -2.372 -0.925
H -2.470 -4.132 -0.963
H -2.235 -3.295 0.589
C -0.140 -5.118 -0.438
H 0.930 -5.365 -0.467
H -0.599 -5.531 0.468
H -0.610 -5.634 -1.291
Mn -0.230 -0.117 0.488
N -1.400 -0.277 -1.086
C -1.218 0.309 -2.157
C -1.853 0.215 -3.547
C -1.329 1.238 -4.554
C -1.500 -1.155 -4.113
C -3.374 0.356 -3.355
H -1.524 2.272 -4.255
H -0.254 1.108 -4.727
H -1.842 1.074 -5.512
H -1.876 -1.954 -3.465
H -1.951 -1.279 -5.106
H -0.411 -1.258 -4.223
H -3.801 1.037 -4.101
H -3.846 -0.628 -3.463
H -3.632 0.736 -2.358
C -0.641 -0.368 4.962
N 0.043 0.903 4.767
C 0.066 1.887 5.743
C 0.893 2.869 5.314
N 1.371 2.461 4.083
C 0.819 1.270 3.710
S 1.167 0.465 2.225
H -1.179 -0.658 4.056
H 0.063 -1.158 5.258
H -1.359 -0.225 5.777
H -0.502 1.781 6.649
H 1.186 3.798 5.767
H 2.062 2.958 3.530
*
```

E_LUMO (alpha / beta): -0.0652 / -0.1248 hartree
HOMO level (alpha / beta): -8.8 / -9.7 eV
orbital gap (alpha / beta): 0.2568 / 0.2314 hartree


Density functional theory data (ωB97M-V with the def2-TZVPD basis set) for 8 unconnected molecules or ions with the total composition C54H119N5O8.

```
! wB97M-V def2-TZVPD RIJCOSX def2/J DEFGRID3
* xyz 0 1
C 3.294 -1.561 -7.684
C 4.097 -2.274 -6.588
C 3.999 -3.783 -6.779
C 5.555 -1.809 -6.739
C 6.383 -1.943 -5.488
C 5.757 -1.423 -4.210
C 4.353 -2.006 -3.991
C 4.347 -3.417 -3.383
C 3.708 -1.056 -2.988
N 3.569 -1.916 -5.249
O 2.205 -2.237 -5.165
H 3.225 -0.474 -7.641
H 3.858 -1.777 -8.601
H 2.286 -1.913 -7.910
H 4.269 -3.979 -7.824
H 4.747 -4.306 -6.181
H 3.036 -4.256 -6.602
H 6.015 -2.428 -7.512
H 5.588 -0.779 -7.101
H 6.621 -2.993 -5.267
H 7.379 -1.519 -5.651
H 5.711 -0.329 -4.241
H 6.353 -1.652 -3.325
H 5.021 -3.421 -2.521
H 4.793 -4.184 -4.017
H 3.321 -3.670 -3.127
H 4.255 -0.672 -2.129
H 2.726 -1.392 -2.625
H 3.321 -0.177 -3.518
H 1.767 -1.377 -5.154
C 0.028 0.044 9.086
C -0.086 -0.484 7.670
C 0.758 -1.782 7.534
C -1.548 -0.857 7.411
C -1.896 -1.130 5.952
C -1.376 -0.045 5.000
C 0.062 0.397 5.247
C 1.035 -0.603 4.566
C 0.252 1.785 4.627
N 0.347 0.501 6.692
O 1.675 0.904 6.925
H 1.062 0.032 9.441
H -0.302 1.081 9.176
H -0.530 -0.583 9.782
H 1.223 -2.191 8.436
H 0.260 -2.599 7.004
H 1.660 -1.666 6.923
H -1.715 -1.810 7.924
H -2.268 -0.168 7.863
H -1.493 -2.121 5.725
H -2.964 -1.271 5.769
H -2.026 0.819 4.881
H -1.349 -0.664 4.096
H 2.064 -0.459 4.904
H 1.058 -0.389 3.494
H 0.790 -1.646 4.757
H 0.187 1.790 3.539
H 1.205 2.232 4.914
H -0.512 2.431 5.066
H 1.584 1.746 7.385
C -5.615 0.436 -2.221
C -4.309 0.962 -1.583
C -3.156 0.935 -2.549
C -4.556 2.439 -1.220
C -5.477 2.664 -0.025
C -4.885 1.918 1.174
C -4.708 0.415 0.937
C -3.776 -0.106 2.026
C -6.097 -0.253 0.948
N -4.020 0.214 -0.334
O -3.623 -1.109 -0.579
H -5.465 -0.600 -2.532
H -6.452 0.528 -1.542
H -5.849 0.995 -3.131
H -2.754 -0.068 -2.723
H -3.654 1.163 -3.498
H -2.313 1.598 -2.385
H -3.628 2.914 -0.885
H -4.943 2.967 -2.093
H -5.522 3.734 0.185
H -6.495 2.329 -0.231
H -5.551 2.062 2.027
H -3.895 2.328 1.396
H -3.518 -1.166 1.930
H -4.310 -0.210 2.978
H -2.846 0.451 2.106
H -6.927 0.321 0.546
H -6.417 -0.558 1.951
H -6.000 -1.199 0.409
H -2.660 -1.060 -0.609
C -0.284 0.218 -6.139
C 0.226 1.664 -6.156
C 0.417 2.167 -7.621
C -0.926 2.490 -5.546
C -0.534 3.901 -5.136
C 0.579 3.742 -4.077
C 1.776 3.031 -4.733
C 2.530 4.037 -5.647
C 2.673 2.716 -3.503
N 1.407 1.743 -5.297
O 2.476 1.018 -5.868
H 0.493 -0.442 -6.544
H -0.447 -0.197 -5.142
H -1.160 0.085 -6.772
H -0.349 1.755 -8.276
H 0.353 3.255 -7.657
H 1.408 1.908 -7.997
H -1.788 2.457 -6.213
H -1.189 1.895 -4.665
H -0.183 4.587 -5.906
H -1.422 4.379 -4.708
H 0.127 3.212 -3.233
H 0.778 4.716 -3.624
H 2.940 4.879 -5.094
H 1.860 4.483 -6.387
H 3.277 3.508 -6.240
H 2.157 1.945 -2.932
H 2.975 3.636 -3.009
H 3.602 2.239 -3.843
H 2.809 0.497 -5.123
C -3.019 -6.615 3.479
C -2.631 -5.239 4.005
C -3.830 -4.716 4.832
C -1.472 -5.388 5.036
C -0.142 -5.665 4.365
C 0.195 -4.642 3.268
C -0.979 -4.357 2.270
C -0.665 -3.018 1.598
C -0.976 -5.488 1.210
N -2.234 -4.256 3.021
O -3.276 -3.811 2.162
H -2.161 -7.265 3.292
H -3.769 -7.099 4.104
H -3.512 -6.563 2.501
H -4.701 -4.520 4.201
H -4.157 -5.409 5.603
H -3.554 -3.751 5.268
H -1.454 -4.352 5.394
H -1.716 -6.056 5.857
H 0.652 -5.700 5.113
H -0.126 -6.633 3.852
H 1.101 -4.940 2.746
H 0.345 -3.688 3.784
H -1.340 -2.747 0.782
H 0.309 -3.153 1.123
H -0.686 -2.141 2.248
H -0.327 -5.242 0.373
H -2.015 -5.721 0.984
H -0.560 -6.384 1.679
H -3.565 -3.040 2.662
C -3.671 6.516 -0.469
C -2.754 5.610 -1.273
C -1.859 6.397 -2.233
O -1.772 4.895 -0.516
H -4.386 5.937 0.120
H -4.204 7.321 -0.965
H -2.947 6.950 0.232
H -3.242 4.838 -1.880
H -1.055 5.807 -2.668
H -1.501 7.301 -1.735
H -2.359 6.792 -3.126
H -2.197 4.454 0.234
C 1.870 1.351 0.942
C 0.624 0.618 0.402
C -0.065 1.523 -0.603
O 1.068 -0.479 -0.398
H 1.577 2.115 1.667
H 2.511 1.831 0.200
H 2.539 0.650 1.455
H 0.019 0.335 1.266
H -0.657 2.299 -0.102
H -0.737 0.934 -1.221
H 0.615 2.137 -1.191
H 1.839 -0.912 -0.022
C 3.988 2.085 3.606
C 4.273 2.598 5.028
C 5.702 3.158 5.134
O 3.346 3.604 5.442
H 3.056 1.531 3.548
H 4.837 1.421 3.398
H 4.096 2.819 2.804
H 4.098 1.752 5.696
H 5.837 3.757 4.231
H 6.418 2.338 5.189
H 5.838 3.760 6.030
H 3.615 4.419 5.002
*
```

E_LUMO: 0.0184 hartree
SMILES string: CC1(C)CCCC(C)(C)N1O.CC1(C)CCCC(C)(C)N1O.CC1(C)CCCC(C)(C)N1O.CC1(C)CCCC(C)(C)N1O.CC1(C)CCCC(C)(C)N1O.CC(C)O.CC(C)O.CC(C)O
HOMO level: -8.0 eV
orbital gap: 0.3128 hartree


Density functional theory data (ωB97M-V with the def2-TZVPD basis set) for a molecular structure, C21H22F10N5O4Pd.

```
! wB97M-V def2-TZVPD RIJCOSX def2/J DEFGRID3
* xyz 1 1
Pd 0.112 0.355 -0.008
F -4.119 -4.569 -1.822
C -4.458 -3.318 -1.440
C -3.467 -2.405 -1.256
C -3.764 -1.091 -0.890
C -2.653 -0.157 -0.691
O -1.497 -0.576 -0.925
C -3.012 1.143 -0.246
C -4.336 1.436 -0.114
N -5.374 0.607 -0.358
C -6.691 1.247 -0.330
C -7.843 0.887 -1.209
C -7.927 0.683 0.290
C -5.098 -0.715 -0.713
C -6.092 -1.689 -0.859
C -5.805 -2.989 -1.235
N -6.878 -3.922 -1.324
C -6.597 -5.341 -1.560
C -7.916 -6.121 -1.466
N -8.847 -5.336 -0.582
C -9.299 -4.093 -1.308
C -8.084 -3.503 -2.032
C -2.070 2.298 0.032
O -2.526 3.300 0.543
O -0.834 2.158 -0.342
H -2.432 -2.689 -1.400
H -4.580 2.437 0.216
H -6.558 2.307 -0.181
H -7.754 0.028 -1.857
H -8.391 1.705 -1.653
H -7.908 -0.316 0.700
H -8.533 1.369 0.866
H -7.113 -1.452 -0.624
H -5.911 -5.692 -0.794
H -6.146 -5.541 -2.533
H -7.760 -7.108 -1.040
H -8.416 -6.229 -2.425
H -8.320 -5.046 0.244
H -9.645 -5.890 -0.277
H -9.714 -3.415 -0.566
H -10.084 -4.382 -2.004
H -8.179 -2.424 -2.039
H -8.057 -3.828 -3.079
F 0.122 -3.334 4.053
C -0.351 -2.181 3.561
F -1.684 -2.286 3.508
F -0.058 -1.214 4.427
C 0.223 -1.837 2.150
O -0.341 -0.670 1.756
C -0.139 -2.995 1.155
F -1.469 -3.139 1.060
F 0.298 -2.701 -0.082
F 0.380 -4.180 1.482
C 1.781 -1.729 2.260
F 2.124 -0.710 3.039
F 2.373 -2.831 2.718
F 2.312 -1.480 1.038
N 2.767 1.563 1.135
N 1.739 1.693 0.156
H 3.360 2.385 1.127
H 3.316 0.741 0.923
H 2.086 1.866 -0.785
H 1.140 2.476 0.415
*
```

E_LUMO (alpha / beta): -0.1241 / -0.1241 hartree
HOMO level (alpha / beta): -10.5 / -10.6 eV
orbital gap (alpha / beta): 0.2619 / 0.2640 hartree


Density functional theory data (ωB97M-V with the def2-TZVPD basis set) for a molecular structure, C8H13N3O.

```
! wB97M-V def2-TZVPD RIJCOSX def2/J DEFGRID3
* xyz 0 1
C -2.378 -0.931 -1.131
C -1.915 -1.812 -0.198
C -0.522 -2.068 -0.540
C 1.170 3.175 1.291
C 0.714 1.816 0.757
C 2.258 3.219 0.228
C 1.722 1.819 -0.139
C 0.552 -2.699 0.219
N -1.345 -0.740 -1.986
N -0.230 -1.432 -1.642
N -2.496 -2.261 0.994
O 2.125 0.909 -1.095
H -3.384 -0.536 -1.126
H 0.369 3.955 1.313
H 1.505 3.195 2.432
H -1.393 -0.052 -2.780
H -0.092 1.223 1.021
H 2.007 3.809 -0.623
H 3.242 3.386 0.546
H 0.524 -3.800 0.113
H 1.551 -2.266 0.121
H 0.219 -2.511 1.206
H -3.587 -2.355 0.867
H -2.168 -3.083 1.269
H 1.552 0.041 -1.116
*
```

E_LUMO: 0.0318 hartree
HOMO level: -8.1 eV
orbital gap: 0.3307 hartree